The following is a quantum chemistry calculation of 3 unconnected molecules or ions with the total composition C23H41IN3O7P at a distorted geometry, from the Open Molecules 2025 dataset.

```
76
Properties=species:S:1:pos:R:3:forces:R:3:lowdin_charge:R:1
C 1.6834 0.1447 2.8707 -3.746 9.834 -0.768 0.100
C 1.0438 1.4212 2.8973 5.029 -7.793 -0.974 -0.095
N 0.5851 2.8873 2.7482 1.017 -2.512 -1.582 -0.111
C -0.9265 2.9241 2.7750 -1.963 0.750 0.554 -0.173
C -1.5793 4.1633 1.8702 -2.295 -2.850 -6.756 -0.636
O -2.1063 3.8788 0.6561 3.377 2.067 8.638 -0.118
I -1.5649 6.2505 2.5950 0.098 -1.615 -0.412 0.762
C 1.1345 3.3736 1.3931 -0.319 -3.100 -6.797 -0.328
O 0.8027 2.7498 0.2284 2.310 4.687 8.303 0.019
O 2.0968 4.5202 1.3484 -1.320 -2.243 1.053 -0.256
P 3.2992 4.0751 2.5600 -0.037 -3.458 2.291 0.976
O 4.8683 3.8138 1.8514 -1.434 0.519 0.957 -0.309
O 3.3305 5.2004 3.8880 -0.724 -0.175 -2.191 -0.305
H 2.4194 -0.7475 2.5752 -2.314 2.205 1.129 0.077
H -1.4218 1.9310 2.3869 1.027 2.119 0.628 0.149
H -1.2369 3.1592 3.8975 0.627 -0.689 -2.397 0.138
H 5.1086 2.8582 2.1181 -0.931 2.171 -0.412 0.083
H 2.4099 5.1775 4.3036 1.592 -0.098 -1.000 0.073
C -4.7204 4.1154 -4.7541 -0.299 -0.199 0.295 -0.038
C -3.2672 4.3657 -5.2482 -1.606 0.128 -0.870 -0.460
C -2.6641 3.1462 -6.0154 0.388 0.043 0.085 -0.142
C -2.0782 2.0293 -5.1621 -0.098 -0.145 0.018 -0.194
C -1.1748 2.5841 -4.0701 0.086 0.192 -0.242 -0.141
C -1.8956 3.6553 -3.2175 0.085 -0.863 1.779 -0.464
N -2.4478 4.7773 -4.0610 4.186 1.074 -2.600 -0.026
O -1.3615 5.5347 -4.5307 -2.993 -1.633 1.543 -0.030
C -3.0093 2.9347 -2.4048 -0.390 0.031 -0.212 -0.053
C -0.9333 4.1836 -2.1112 -0.012 0.436 -0.517 -0.050
C -3.4551 5.4797 -6.3387 0.743 0.122 0.413 -0.057
H -4.8179 4.0311 -3.6739 0.227 -0.147 -0.061 0.056
H -5.3815 4.9537 -4.9980 0.217 -0.089 -0.217 0.076
H -5.1512 3.2118 -5.1985 0.064 0.110 0.026 0.087
H -1.8510 3.5015 -6.6648 -0.171 0.216 0.193 0.119
H -3.4158 2.7183 -6.6900 -0.059 0.297 0.142 0.118
H -2.8812 1.4199 -4.7363 0.055 0.036 0.085 0.103
H -1.4965 1.3539 -5.8020 -0.133 0.087 0.047 0.113
H -0.8314 1.7566 -3.4336 -0.157 0.330 0.112 0.125
H -0.2656 3.0021 -4.5264 -0.236 0.161 0.101 0.125
H -3.5618 3.6412 -1.7718 0.155 -0.104 -0.163 0.086
H -2.5772 2.1742 -1.7422 0.193 0.336 -0.159 0.091
H -3.7289 2.3958 -3.0260 0.064 0.167 0.012 0.061
H -0.0129 4.6144 -2.5139 -0.219 0.012 -0.147 0.081
H -0.6284 3.3742 -1.4363 -0.315 0.088 -0.379 0.049
H -1.4294 4.9472 -1.4949 0.087 -0.185 -0.277 0.081
H -3.7987 6.4225 -5.8985 0.097 -0.191 0.044 0.085
H -4.2083 5.1683 -7.0772 0.107 -0.200 0.420 0.088
H -2.5382 5.6802 -6.9033 -0.058 -0.026 0.298 0.072
C 3.5954 -7.0482 2.4393 -0.053 -0.258 -0.384 -0.035
C 3.0598 -5.9796 3.4341 1.308 -1.378 0.225 -0.459
C 1.9707 -6.5390 4.4040 -0.234 0.351 0.071 -0.140
C 0.5491 -6.6067 3.8623 -0.053 -0.174 -0.053 -0.191
C 0.1580 -5.3075 3.1730 0.150 0.133 0.266 -0.144
C 1.1806 -4.9046 2.0840 -1.181 -0.091 -1.587 -0.476
N 2.5838 -4.8068 2.6290 -1.014 3.035 3.958 -0.024
O 2.6459 -3.6684 3.4502 0.111 -2.688 -2.573 -0.046
C 1.0736 -5.9463 0.9335 0.302 -0.296 0.048 -0.054
C 0.7308 -3.5763 1.4041 0.512 0.161 0.414 -0.045
C 4.3064 -5.6927 4.3446 -0.452 0.741 -0.109 -0.054
H 3.3075 -6.8803 1.4038 -0.219 0.042 0.139 0.056
H 4.6897 -7.0487 2.3954 -0.152 0.039 0.281 0.078
H 3.2730 -8.0581 2.7146 0.042 0.136 -0.005 0.089
H 1.9328 -5.9036 5.3005 0.218 0.063 -0.248 0.120
H 2.2612 -7.5352 4.7597 0.223 0.203 -0.172 0.121
H 0.4449 -7.4589 3.1838 -0.032 0.090 -0.054 0.105
H -0.1439 -6.7973 4.6915 0.138 -0.018 -0.113 0.116
H -0.8430 -5.4215 2.7338 0.313 0.118 -0.168 0.124
H 0.0612 -4.5106 3.9248 0.237 -0.039 -0.185 0.126
H 1.7751 -5.7167 0.1209 -0.095 -0.020 0.212 0.092
H 0.0649 -5.9465 0.5015 0.169 0.274 0.231 0.090
H 1.2463 -6.9763 1.2548 0.077 0.189 -0.020 0.063
H 0.6232 -2.7487 2.1101 0.158 -0.177 0.022 0.058
H -0.2436 -3.6958 0.9145 0.232 -0.268 0.177 0.086
H 1.4471 -3.2741 0.6265 -0.099 -0.105 0.236 0.090
H 5.1159 -5.2136 3.7825 -0.211 -0.049 0.002 0.086
H 4.7035 -6.6323 4.7559 -0.333 0.072 -0.352 0.090
H 4.0668 -5.0595 5.2055 -0.062 0.016 -0.294 0.074
```
Forces are in eV/Å.

maximum force	10.6	eV Å⁻¹
expectation value of S²	2.0096
2S+1	3
orbital gap (spin up / spin down)	7.429 / 7.667	eV
HOMO energy (spin up / spin down)	-8.661 / -8.901	eV
calculated total energy	-60694.3016	eV